# C10H14B2BaF4N6

A molecular structure, C10H14B2BaF4N6 (ωB97M-V/def2-TZVPD, the Open Molecules 2025 dataset).

```
37
Properties=species:S:1:pos:R:3:forces:R:3
C -1.2910 2.5082 -0.7292 0.8886 -1.4418 0.5603
N -0.7652 1.2768 -0.5344 -1.5347 2.7303 0.1229
N -1.4624 0.4155 -1.3654 -2.0672 1.1419 -1.7602
C -2.3418 1.1153 -2.1196 1.5087 -3.0899 0.8901
C -2.2672 2.4605 -1.7437 -0.0061 1.3656 0.5034
B -1.1559 -1.0998 -1.4991 0.9555 -0.7595 -0.5132
N 0.3984 -1.2192 -1.4980 0.3701 0.9000 0.3056
N 1.2561 -0.4446 -0.7280 0.6502 -0.9486 0.0670
C 2.5202 -0.8177 -1.0604 -1.8438 -0.3777 -0.7693
C 2.4691 -1.7510 -2.1099 -0.0925 -0.1001 0.1328
C 1.1205 -1.9698 -2.3525 0.4215 0.0815 0.2944
Ba 1.7260 1.9897 0.4398 -1.8566 1.3929 0.2981
N -1.8650 -1.9760 -0.4062 -1.6177 -1.5518 -0.6713
N -1.6040 -1.7160 0.9092 -0.4418 -0.3959 1.7919
C -2.3427 -2.5400 1.6462 0.1548 0.1524 -0.4208
C -3.1097 -3.3908 0.7997 0.4389 0.4212 2.0115
C -2.7734 -2.9880 -0.4996 2.1352 2.4225 -2.2668
H -2.3352 -2.5251 2.7327 0.1302 0.0770 -0.3234
H -3.1060 -3.3300 -1.4739 -0.0255 -0.0578 0.2229
H -3.7822 -4.1575 1.1128 -0.3317 -0.3652 -0.0371
H -1.5925 -1.4960 -2.5442 0.0175 0.1675 0.0449
H 0.6176 -2.6041 -3.0683 0.1756 -0.0111 0.0391
H -2.9432 0.6205 -2.8658 -0.0651 0.0367 -0.0204
H 3.2980 -2.2212 -2.6043 0.0603 -0.0731 -0.0592
H -2.8504 3.2736 -2.1348 -0.1036 0.1539 -0.0872
H 3.3823 -0.4421 -0.5155 -0.1788 -0.0540 -0.3470
H -0.9856 3.3657 -0.1279 -0.0585 -0.2755 -0.1408
H 2.8146 -0.1964 1.5324 0.1405 0.4238 0.1635
C 3.4797 0.6388 1.8209 1.2470 -0.3273 0.4121
H 4.3879 0.1884 2.2265 -0.0842 0.0973 -0.0970
H 3.7800 1.2483 0.9273 0.8700 -1.0117 1.1221
H 3.0434 1.2762 2.6147 0.2103 -0.3452 -0.3944
F -0.1078 3.2167 2.0091 0.1947 -0.1232 -0.3889
B 0.8417 3.3496 3.1101 0.2708 0.0547 0.9687
F 0.2809 3.9090 4.2146 0.4832 -0.3397 -0.9753
F 1.2971 1.9808 3.3399 -0.3262 0.7617 -0.6078
F 1.9675 4.0518 2.5450 -0.6897 -0.7315 -0.0713
```
Positions in Å, forces in eV/Å.

Charge: +2
HOMO energy (alpha / beta) (eV): -15.62 / -15.74
HOMO-LUMO gap (alpha / beta) (Ha): 0.15856 / 0.19046



# C40H45CaN9O2S

A molecular structure, C40H45CaN9O2S (ωB97M-V/def2-TZVPD, the Open Molecules 2025 dataset).

```
98
Properties=species:S:1:pos:R:3:forces:R:3
Ca -0.0627 0.3142 0.5653 -0.0451 -0.0119 0.3481
C -1.9393 -2.2988 -3.1080 -0.0467 -0.0403 -0.0417
N -0.9974 -1.4372 -2.4211 0.0755 -0.0978 0.1601
C -1.0187 -0.1018 -2.9851 0.0473 0.0786 -0.0981
C 0.3238 -2.0093 -2.3468 0.0279 0.0422 -0.0994
C 1.0075 -2.1913 -3.5411 0.0201 0.0161 0.0469
C 2.3062 -2.6700 -3.5881 0.0270 -0.0112 -0.0742
C 2.9194 -2.9459 -2.3740 0.1009 -0.0358 0.0080
C 2.2466 -2.7888 -1.1794 -0.0388 0.0326 0.0766
C 0.9006 -2.3478 -1.0906 -0.0990 0.0236 -0.1423
N 0.1891 -2.1319 0.0778 0.0179 -0.1776 -0.0960
C 0.5951 -2.7627 1.2506 -0.1310 0.0616 0.0796
C 1.3488 -3.9505 1.3163 -0.0278 -0.0760 -0.0488
C 1.8316 -4.4667 2.5043 0.0443 -0.0517 0.0241
C 1.5549 -3.8455 3.7092 -0.0200 0.0284 0.0366
C 0.6801 -2.7696 3.6952 -0.0255 0.0632 -0.0595
C 0.1713 -2.2548 2.5114 -0.0698 -0.0599 0.0198
N -0.9239 -1.2927 2.5489 0.4538 -0.1371 -0.0811
C -2.1639 -2.0742 2.5853 -0.1000 0.1406 0.0617
C -0.9162 -0.4114 3.7162 -0.0654 0.0222 0.1541
H -1.7549 -2.3520 -4.1930 0.0073 -0.0286 0.0140
H -1.8786 -3.3093 -2.7046 -0.0012 -0.0227 0.0119
H -2.9565 -1.9267 -2.9638 -0.0067 0.0420 -0.0146
H -0.8031 -0.0842 -4.0685 -0.0600 -0.0180 0.0448
H -2.0039 0.3434 -2.8272 -0.0054 -0.0215 -0.0191
H -0.2770 0.5254 -2.4963 0.0246 0.0110 0.0468
H 0.4953 -1.9318 -4.4605 0.0136 -0.0058 -0.0457
H 2.8179 -2.8254 -4.5290 -0.0108 0.0129 -0.0038
H 3.9460 -3.2930 -2.3491 0.0103 0.0037 -0.0052
H 2.7981 -2.9954 -0.2771 -0.0480 -0.0346 0.0353
H 1.5616 -4.4911 0.4062 0.0006 0.0460 -0.0398
H 2.4335 -5.3669 2.4768 0.0140 -0.0132 0.0180
H 1.9588 -4.2143 4.6419 0.0121 -0.0132 0.0113
H 0.3663 -2.3254 4.6304 0.0240 -0.0229 0.0399
H -2.2496 -2.6001 3.5470 -0.0032 0.0134 -0.0264
H -3.0249 -1.4117 2.4690 -0.0108 -0.0039 0.0125
H -2.1638 -2.8092 1.7904 0.0005 -0.0765 -0.0369
H -1.2545 -0.9279 4.6254 0.0043 0.0031 -0.0138
H 0.0838 -0.0302 3.8943 -0.0152 0.0093 -0.0009
H -1.5790 0.4337 3.5308 -0.0142 -0.0075 0.0187
S 2.7860 1.4221 4.5053 0.1274 -0.0484 0.1088
C 3.6292 0.1172 3.7369 0.0751 -0.0367 0.0220
C 4.7127 -0.6353 4.1820 -0.0481 0.0345 -0.0234
C 5.2062 -1.6172 3.3458 0.0469 -0.0616 -0.0229
C 4.6480 -1.8370 2.0810 0.0267 -0.0264 -0.0199
C 3.5780 -1.0893 1.6403 0.0040 0.0269 0.0919
C 3.0523 -0.1167 2.4870 0.0187 -0.1094 -0.1738
N 1.9688 0.6825 2.1724 -0.0361 0.0500 0.2826
C 1.7356 1.5430 3.1195 -0.2551 0.2494 -0.2695
C 0.6331 2.5220 3.0648 0.2266 -0.1361 0.0645
C 0.5463 3.5014 4.0589 -0.1520 0.1205 -0.0305
C -0.5129 4.3905 4.0409 -0.0018 0.0094 0.0145
C -1.4630 4.2824 3.0296 0.0254 0.0188 0.0227
C -1.3392 3.2989 2.0558 -0.0283 0.0730 -0.0475
C -0.2913 2.3663 2.0162 -0.1671 0.0653 0.0716
H 5.1567 -0.4605 5.1524 0.0001 0.0153 0.0247
H 6.0429 -2.2217 3.6709 0.0054 -0.0013 0.0065
H 5.0619 -2.6056 1.4406 0.0193 -0.0179 0.0101
H 3.1395 -1.2190 0.6616 -0.0160 -0.0043 -0.0065
H 1.2900 3.5881 4.8443 0.0501 -0.0433 -0.0071
H -0.5995 5.1568 4.8015 0.0029 -0.0043 -0.0074
H -2.2999 4.9725 3.0063 -0.0146 0.0092 0.0055
H -2.1098 3.2628 1.2872 -0.0057 -0.0275 -0.0236
C 3.1813 3.3932 -2.3825 0.0280 0.0472 0.0188
N 2.6488 2.4860 -1.3922 0.0594 -0.1449 -0.0396
C 2.3646 1.1866 -1.6451 0.1243 0.2016 0.2069
N 2.8374 0.6415 -2.7898 -0.0893 -0.1326 0.0387
O 1.6884 0.5216 -0.8490 0.0693 0.0610 -0.4058
H 3.1756 4.3995 -1.9709 -0.0220 -0.0098 -0.0021
H 2.5892 3.3900 -3.3025 0.0099 0.0106 -0.0017
H 4.2197 3.1533 -2.6245 -0.0109 -0.0134 -0.0167
H 2.0962 2.8612 -0.6374 -0.0296 0.0380 0.0191
H 3.5741 1.0756 -3.3143 -0.0137 0.0244 -0.0128
H 2.6884 -0.3542 -2.8978 0.0658 0.0038 -0.0387
N -0.3462 2.9746 -1.3058 0.0506 -0.0418 -0.0048
C -1.1868 3.2670 -2.0316 0.0972 -0.0181 0.0606
C -2.2310 3.6058 -2.9533 -0.0499 -0.0040 0.0356
C -3.4132 2.8700 -2.9327 -0.0623 0.0255 -0.0434
C -4.4211 3.1883 -3.8268 0.0116 0.0070 -0.0028
C -4.2482 4.2305 -4.7269 -0.0176 0.0224 -0.0310
C -3.0681 4.9612 -4.7412 0.0246 -0.0029 0.0181
C -2.0508 4.6529 -3.8534 -0.0876 -0.0335 -0.0413
H -3.5304 2.0616 -2.2230 0.0152 0.0026 0.0433
H -5.3428 2.6235 -3.8225 -0.0195 -0.0181 0.0084
H -5.0388 4.4780 -5.4225 -0.0137 -0.0062 -0.0096
H -2.9405 5.7722 -5.4448 0.0013 0.0121 -0.0072
H -1.1264 5.2134 -3.8516 0.0137 -0.0005 0.0116
C -3.8967 -2.8029 -0.4231 -0.0576 -0.1353 0.0698
N -2.9275 -1.7515 -0.2647 0.0613 0.2253 -0.1454
C -3.2241 -0.4546 -0.1225 0.4688 -0.2584 0.0781
N -4.5451 -0.0928 -0.1783 -0.1235 0.1048 0.0239
O -2.3430 0.4096 0.0376 -0.3410 0.0399 -0.2347
H -3.3701 -3.7410 -0.5890 0.0083 0.0458 0.0073
H -4.5521 -2.6363 -1.2837 0.0071 0.0086 0.0347
H -4.5116 -2.9328 0.4767 0.0071 0.0202 -0.0449
H -1.9195 -1.9585 -0.3116 -0.1274 0.0656 -0.0026
H -5.2439 -0.7912 0.0111 -0.0252 0.0279 -0.0119
H -4.7259 0.8234 0.1991 -0.0182 -0.0128 0.0071
```
Positions in Å, forces in eV/Å.

Charge: 0
HOMO energy (eV): -6.19
HOMO-LUMO gap (Ha): 0.23531



# C30H31Cl5N5O4PtS

A molecular structure, C30H31Cl5N5O4PtS (ωB97M-V/def2-TZVPD, the Open Molecules 2025 dataset).

```
77
Properties=species:S:1:pos:R:3:forces:R:3
Pt 0.3701 0.1879 0.0967 0.1273 -0.1319 0.0078
N 0.4066 0.4760 -2.3685 0.0319 0.0183 -0.1264
C 1.5340 -0.4110 -2.6954 -0.1024 -0.0189 0.0072
C 1.4004 -1.7286 -1.9221 0.0930 -0.0740 -0.0253
O 1.5758 -2.7881 -2.5104 0.0041 -0.0002 0.0136
N 1.0702 -1.5758 -0.6233 -0.1837 0.0827 0.2127
C 0.4759 -2.6997 0.0872 0.0709 -0.0906 -0.1494
C -0.9612 -2.3811 0.5163 0.0051 -0.2643 0.0969
O -1.7066 -3.2922 0.8288 0.0192 0.2649 0.0033
O -1.2980 -1.1187 0.5366 -0.1281 -0.0161 -0.0022
H -0.4627 0.1182 -2.7490 -0.0022 0.0193 0.0158
H 0.5471 1.4184 -2.7138 -0.0235 -0.0097 0.0057
H 2.4561 0.0968 -2.4083 0.0209 -0.0151 0.0350
H 1.5895 -0.6694 -3.7534 0.0092 0.0182 0.0087
H 1.0311 -2.9389 0.9998 0.0336 0.0558 -0.0494
H 0.4522 -3.5937 -0.5332 0.0598 -0.0015 -0.0091
Cl 0.9891 -2.8849 9.7652 -0.0102 -0.0101 0.0348
C 2.0324 -2.6089 8.3766 -0.0384 0.0234 0.0178
C 2.2489 -3.6554 7.4937 -0.0252 -0.1034 -0.0509
C 3.0307 -3.3981 6.3707 0.0480 -0.1857 -0.1255
C 3.5751 -2.1503 6.1302 -0.1239 0.0393 0.1107
C 4.4208 -1.8637 4.9146 0.1495 -0.0110 -0.0552
C 4.0917 -0.5134 4.2669 -0.0485 0.0324 0.0211
N 2.7313 -0.3791 3.7435 -0.0704 -0.0873 0.0034
C 1.5481 -0.4632 4.4412 0.0385 0.0658 -0.0232
C 0.5555 -0.3621 3.5128 -0.1166 -0.0965 0.0172
N 1.1117 -0.2156 2.2658 0.0513 -0.0088 -0.1452
C 2.4150 -0.2379 2.4453 0.0612 0.0835 0.0635
O 4.5119 -2.9465 3.9915 -0.0405 0.1078 -0.0849
C 3.3507 -3.2687 3.2373 -0.0006 0.0062 0.0566
C 3.2967 -4.7533 3.0554 -0.0018 -0.0157 0.0102
C 2.1572 -5.4938 3.0185 -0.0583 -0.0052 -0.0432
Cl 0.5465 -4.9138 3.1469 0.0318 0.0089 0.0070
S 2.4546 -7.1699 2.7829 0.0236 0.0237 0.0034
C 4.1472 -6.8930 2.7417 0.0128 0.0231 -0.0047
C 4.4497 -5.5779 2.8926 -0.0025 -0.0742 0.0340
C 3.3710 -1.1049 7.0596 -0.5562 -0.3731 -0.0894
Cl 5.0655 -0.0517 7.5062 0.5749 0.3923 0.1490
C 2.5830 -1.3622 8.1929 0.0299 0.2060 0.0367
H 1.8145 -4.6285 7.6695 0.0085 -0.0070 -0.0065
H 3.2071 -4.2055 5.6672 -0.0102 0.0088 0.0138
H 5.4519 -1.7324 5.2578 -0.0042 -0.0242 0.0038
H 4.7635 -0.3402 3.4260 0.0342 -0.0157 -0.0101
H 4.2579 0.2558 5.0210 -0.0011 -0.0384 -0.0106
H 1.5369 -0.5893 5.5100 -0.0077 0.0037 -0.0124
H -0.5092 -0.4271 3.6629 0.0120 0.0191 -0.0403
H 3.1550 -0.1622 1.6643 -0.0028 0.0016 -0.0014
H 3.4062 -2.7878 2.2530 -0.0115 0.0290 -0.0057
H 2.4348 -2.9290 3.7264 0.0110 -0.0097 0.0285
H 4.8268 -7.7197 2.6141 -0.0013 0.0043 -0.0002
H 5.4552 -5.1853 2.9191 0.0001 0.0017 -0.0028
H 2.4036 -0.5830 8.9262 0.0258 -0.0120 -0.0277
Cl 2.2682 2.8562 0.2812 0.0179 -0.0094 0.0303
C 0.8933 3.5365 -0.5250 -0.0859 0.0275 -0.0941
C 1.1092 4.6133 -1.3674 0.0309 -0.0334 0.0410
C 0.0462 5.1770 -2.0524 0.0056 0.0303 -0.0215
C -1.2220 4.6441 -1.9083 -0.0323 -0.0560 0.0233
C -1.4259 3.5613 -1.0678 0.0550 0.1345 -0.0133
Cl -3.0152 2.8742 -1.0243 -0.0839 0.0293 -0.1064
C -0.3870 2.9854 -0.3189 -0.0320 -0.1889 0.0728
N -0.5527 1.8817 0.5216 0.0637 0.3233 0.1020
H 2.1119 5.0028 -1.4744 -0.0001 -0.0058 0.0026
H 0.2087 6.0217 -2.7078 0.0038 -0.0004 0.0031
H -2.0622 5.0469 -2.4565 -0.0051 -0.0059 0.0040
C -2.7911 3.1123 3.3584 0.0040 -0.0008 -0.0038
C -1.6620 3.2218 2.3380 -0.0304 0.0439 0.0371
C -0.3411 3.5471 3.0252 0.0404 0.0079 0.0330
C -1.5785 1.9135 1.5638 -0.0552 -0.1737 -0.1307
H -2.9191 4.0512 3.8993 0.0052 -0.0006 0.0006
H -2.5672 2.3339 4.0923 -0.0053 -0.0048 -0.0044
H -3.7398 2.8616 2.8804 -0.0049 0.0041 -0.0044
H -1.9111 4.0269 1.6369 0.0077 0.0189 0.0082
H -0.0450 2.7274 3.6870 -0.0096 0.0247 -0.0123
H -0.4327 4.4534 3.6269 0.0095 -0.0017 0.0073
H 0.4692 3.6990 2.3116 -0.0061 -0.0108 -0.0052
H -2.5518 1.6675 1.1305 0.0518 -0.0053 0.0703
H -1.3421 1.0961 2.2434 0.0387 0.0136 0.0447
```
Positions in Å, forces in eV/Å.

Multiplicity: 5
Charge: -1
HOMO energy (alpha / beta) (eV): -2.49 / -5.16
ΔE to the lowest compared entry with this formula, charge and spin (kcal per mole): 7.7
HOMO-LUMO gap (alpha / beta) (Ha): 0.15137 / 0.18801



Among the records above, which one has the lowest charge? C30H31Cl5N5O4PtS